(1)
Computed, not measured: C12H27ClIO2P2W as an isolated structure in a non-equilibrium geometry, with ωB97M-V/def2-TZVPD.

Each line ends with the Mulliken charge.
Geometry (Å):
W -0.634 0.204 -0.830  0.75
I -2.687 0.796 -2.424  0.04
Cl -0.354 2.506 -1.054  -0.24
P -0.057 0.361 1.480  0.82
P 1.146 -1.129 -1.339  0.90
O -2.351 -2.368 -0.084  -0.24
O -4.375 -0.499 -4.845  -0.14
C -3.964 1.791 -5.617  -0.72
C 1.134 -0.785 2.405  -0.81
C 1.176 2.208 3.123  -1.34
C -3.940 0.602 -4.739  0.45
C 0.800 -1.121 -3.093  -1.27
C -1.667 -1.416 -0.235  0.44
C 1.231 -2.937 -1.089  -1.32
C 2.651 -0.707 2.295  -1.63
C 2.856 -0.482 -1.190  -1.09
C -1.429 -0.018 2.640  -0.53
C 0.685 2.030 1.701  -0.66
C -1.547 0.648 4.044  -1.56
H -0.703 0.358 4.689  0.39
H 0.764 -1.779 2.116  0.55
H 3.060 0.308 2.285  0.36
H 0.356 -0.191 -3.430  0.41
H 3.060 -1.221 3.168  0.41
H 1.496 2.162 0.969  0.40
H 3.329 -0.683 -0.211  0.23
H -1.353 -1.114 2.847  0.46
H 1.784 -3.349 -1.930  0.49
H -4.127 2.699 -5.018  0.35
H -4.792 1.648 -6.320  0.35
H 0.840 -0.636 3.459  0.64
H -3.014 1.841 -6.170  0.33
H -0.102 2.766 1.441  0.57
H 0.329 2.130 3.806  0.21
H 0.161 -1.967 -3.361  0.41
H 2.872 0.617 -1.342  0.38
H 3.013 -1.248 1.421  0.43
H -2.364 0.129 2.059  0.50
H 1.660 3.188 3.281  0.41
H 1.725 -3.214 -0.163  0.37
H -1.628 1.738 3.971  0.43
H 3.490 -0.945 -1.978  0.45
H 0.231 -3.358 -1.097  0.45
H -2.458 0.280 4.541  0.41
H 1.913 1.430 3.366  0.32
H 1.783 -1.271 -3.548  0.44

Summary:
- Gap between HOMO and LUMO (alpha / beta): 5.79 / 6.15 eV
- 2S+1: 3
- Net charge: +3
- Energy above the lowest of the compared OMol25 structures with the same formula, charge and spin: 2.514 eV
- HOMO (alpha / beta): -0.7022 / -0.7044 hartree
- E_LUMO (alpha / beta): -13.31 / -13.02 eV



(2)
Computed, not measured: C12H27MnO18S3 as an isolated structure in a non-equilibrium geometry, with ωB97M-V/def2-TZVPD.

Each line ends with the Mulliken charge.
Geometry (Å):
Mn -0.599 -0.963 -0.733  2.05
S 1.122 0.810 2.011  1.22
S -2.918 1.414 0.084  0.73
S 2.679 -2.380 -1.039  1.02
O 1.342 -1.906 -0.975  -0.20
O 3.588 -2.184 0.050  -0.70
O -2.158 -4.072 0.469  -0.60
O -3.972 1.496 1.039  -0.62
O -0.915 -3.972 2.322  -0.62
O 1.836 2.023 1.831  -0.75
O -1.624 -2.142 -4.619  -0.46
O 3.360 -1.822 -2.325  -0.39
O -0.046 1.091 3.018  -0.44
O -1.709 2.277 0.585  -0.23
O -1.213 -2.024 -2.409  -0.79
O 0.605 0.092 0.894  0.30
O 0.753 2.694 -2.679  -0.44
O 0.093 0.729 -1.882  -0.30
O -2.359 0.155 -0.259  -0.53
O -2.872 -3.322 -3.200  -0.69
O -0.173 1.179 -4.058  -0.72
O -0.899 -2.263 0.873  -0.53
C -1.944 -2.519 -3.311  0.45
C -1.293 -0.124 4.665  -1.53
C -3.290 2.282 -1.405  -0.78
C -1.022 0.049 3.192  0.91
C 3.327 0.555 -1.624  -0.68
C 2.665 -4.075 -1.538  -1.18
C 0.167 1.474 -2.917  0.24
C 3.128 -0.447 -2.735  -0.24
C 2.167 -0.341 2.894  -0.79
C -0.799 4.403 1.086  -1.04
C -1.386 -3.432 1.136  0.40
C -1.941 3.453 1.411  -0.24
H -0.370 -3.260 2.677  0.34
H -2.102 -0.809 4.897  0.41
H -1.424 0.861 5.122  0.35
H 2.114 -4.101 -2.473  0.32
H -3.524 3.289 -1.049  0.36
H 3.575 1.530 -2.049  0.38
H 2.127 -0.381 -3.161  0.20
H 0.685 3.182 -3.508  0.31
H -0.959 5.352 1.607  0.38
H 2.750 -0.881 2.153  0.20
H 4.083 0.388 -0.852  0.32
H -2.369 2.298 -1.982  0.14
H 1.486 -1.038 3.381  0.28
H -4.170 1.892 -1.902  0.40
H -2.939 3.860 1.268  0.61
H -2.350 -2.618 -5.045  0.28
H -1.774 3.098 2.428  0.06
H 2.241 -4.667 -0.735  0.37
H 2.720 0.285 3.586  0.37
H 3.886 -0.266 -3.494  0.33
H -0.661 -0.881 2.735  -0.27
H 0.108 3.952 1.494  0.18
H -0.616 4.617 0.036  0.28
H -0.403 -0.512 5.176  0.31
H 2.407 0.679 -1.045  -0.11
H 3.711 -4.295 -1.742  0.45
H -1.933 0.238 2.625  -0.03

Summary:
- Gap between HOMO and LUMO (alpha / beta): 7.40 / 7.45 eV
- 2S+1: 6
- Net charge: -1
- Energy above the lowest of the compared OMol25 structures with the same formula, charge and spin: 0.000 eV
- HOMO (alpha / beta): -0.1945 / -0.1964 hartree
- E_LUMO (alpha / beta): 2.11 / 2.11 eV



(3)
Computed, not measured: a 2-piece molecular cluster, C12H28 overall in a non-equilibrium geometry, with ωB97M-V/def2-TZVPD.

Each line ends with the Mulliken charge.
Geometry (Å):
C 41.142 126.243 29.741  -0.44
C 39.308 126.062 34.282  0.12
C 40.889 122.676 35.494  -0.39
C 41.085 124.847 30.566  -0.68
C 41.674 127.338 30.593  -0.60
C 38.499 127.162 34.825  -1.39
C 41.901 123.154 36.624  -1.50
C 40.689 122.383 30.345  -1.15
C 40.700 123.678 29.695  -1.16
C 40.496 123.859 34.643  -0.48
C 39.722 124.986 35.270  -0.76
C 42.094 128.609 29.878  -1.25
H 38.792 124.642 35.794  0.34
H 41.396 124.070 34.267  0.49
H 40.277 125.507 36.094  0.38
H 40.390 124.940 31.401  0.00
H 41.607 122.186 31.010  0.24
H 41.312 129.068 29.288  0.33
H 38.818 125.515 33.538  0.34
H 42.297 122.314 37.077  0.45
H 38.187 127.889 33.975  0.31
H 42.744 123.667 36.312  0.42
H 42.962 128.255 29.212  0.26
H 41.419 123.686 37.396  0.37
H 39.932 123.862 29.086  0.69
H 39.750 123.395 33.947  0.11
H 41.453 123.632 29.093  0.48
H 40.990 127.380 31.364  0.28
H 40.568 121.599 29.636  0.46
H 39.127 127.696 35.537  0.35
H 41.949 124.713 30.676  0.92
H 41.454 121.893 34.752  0.25
H 39.869 122.403 36.160  0.22
H 42.402 129.283 30.615  0.40
H 41.813 126.010 28.775  0.27
H 39.641 122.319 31.058  0.14
H 40.208 126.703 29.471  0.33
H 40.361 126.284 33.805  0.05
H 42.506 126.902 31.054  0.46
H 37.582 126.930 35.423  0.33

Summary:
- Gap between HOMO and LUMO: 11.61 eV
- Energy above the lowest of the compared OMol25 structures with the same formula, charge and spin: 5.260 eV
- HOMO: -0.3892 hartree
- E_LUMO: 1.02 eV
- SMILES: CCCCCC.CCCCCC



Q: energy above the lowest of the compared OMol25 structures with the same formula, charge and spin of number 3 (C12H28)?
A: 5.260 eV